Run i
C4H10N2O2 as an isolated structure. Source: the Open Molecules 2025 dataset; level of theory: ωB97M-V/def2-TZVPD.

Values from the calculation:
* LUMO energy (spin up / spin down): -0.328 / 0.157 eV
* multiplicity: 1

Last column: Löwdin charge in e.
Cartesian coordinates (Å):
O1 0.9263 0.0532 0.5839  -0.258
O2 0.7960 -2.7244 -0.1261  -0.051
N1 1.3061 0.4925 1.8376  0.004
N2 0.6290 -1.7077 -1.0481  -0.039
C1 -0.6173 -1.1839 -0.9689  -0.115
C2 -0.4849 0.5243 -0.0658  -0.398
C3 -0.1020 1.6377 -1.0051  -0.049
C4 -1.5341 0.6638 0.7754  0.059
H1 1.7307 -2.9582 -0.2115  0.099
H2 -2.2078 1.5032 0.6917  0.072
H3 -1.3366 -1.7640 -0.3939  0.102
H4 -0.3408 2.6106 -0.5792  0.082
H5 1.4162 -0.3301 2.4277  0.077
H6 2.2168 0.9355 1.7428  0.079
H7 -1.7549 -0.0846 1.5209  0.074
H8 -0.9720 -0.8530 -1.9412  0.102
H9 -0.6227 1.5431 -1.9604  0.076
H10 0.9520 1.6419 -1.2799  0.084



Run ii
One molecule with the formula C4H10N2O2. Source: the Open Molecules 2025 dataset; level of theory: ωB97M-V/def2-TZVPD.

Values from the calculation:
* SMILES: NC(=O)NCCCO
* LUMO energy: 0.815 eV
* multiplicity: 1

Last column: Löwdin charge in e.
Cartesian coordinates (Å):
O1 -2.4462 -1.8635 0.8852  0.062
O2 2.1721 -0.9086 -1.9950  -0.067
N1 -1.3937 0.1077 0.2982  0.041
N2 -1.6803 -0.4908 2.5159  0.144
C1 0.0751 0.3726 0.3519  -0.202
C2 0.6125 0.7646 -1.0296  -0.166
C3 2.0397 0.3962 -1.4822  -0.280
C4 -1.8612 -0.8559 1.2207  -0.626
H1 0.2515 1.2670 0.9639  0.107
H2 2.7947 0.5909 -0.7156  0.113
H3 0.6032 -0.4780 0.8277  0.128
H4 -1.6345 0.0256 -0.6746  0.106
H5 -2.0383 0.4229 2.8074  0.113
H6 2.4125 1.0571 -2.2817  0.113
H7 -1.8046 -1.0736 3.3250  0.100
H8 1.3502 -1.3870 -2.1002  0.078
H9 0.4966 1.8575 -1.0958  0.118
H10 0.0507 0.1953 -1.8212  0.119



Run iii
One molecule with the formula C4H10N2O2. Source: the Open Molecules 2025 dataset; level of theory: ωB97M-V/def2-TZVPD.

Values from the calculation:
* SMILES: [H]/N=C(\C(O)O)N(C)C
* LUMO energy: 0.685 eV
* multiplicity: 1

Last column: Löwdin charge in e.
Cartesian coordinates (Å):
O1 2.0514 -0.0052 1.2427  0.002
O2 2.4727 -1.2506 -0.6132  -0.020
N1 -0.8708 0.2841 -0.0261  -0.161
N2 -0.1533 -1.9185 -0.4527  0.118
C1 1.6645 -0.2207 -0.0892  -0.378
C2 -0.6313 1.6953 0.2045  -0.071
C3 0.0863 -0.6759 -0.1913  -0.342
C4 -2.3335 -0.1498 -0.0906  -0.032
H1 -0.0129 1.8828 1.0859  0.085
H2 -2.9633 0.5472 0.4703  0.072
H3 -1.5663 2.2436 0.3648  0.083
H4 0.7552 -2.3883 -0.6020  0.042
H5 1.8152 0.6953 -0.6656  0.139
H6 -2.6647 -0.1596 -1.1318  0.082
H7 -0.1454 2.1428 -0.6683  0.084
H8 3.2862 -0.8203 -0.9257  0.111
H9 -2.4778 -1.1363 0.3589  0.072
H10 1.6879 -0.7659 1.7294  0.112



Run iv
C4H10N2O2 as an isolated structure. Source: the Open Molecules 2025 dataset; level of theory: ωB97M-V/def2-TZVPD.

Values from the calculation:
* LUMO energy: 0.743 eV
* multiplicity: 1

Last column: Löwdin charge in e.
Cartesian coordinates (Å):
O1 0.3100 -1.6300 1.7034  0.036
O2 0.8207 0.9654 2.3817  -0.183
N1 -0.8883 0.0956 0.7189  -0.027
N2 0.6257 -0.6599 -1.5024  -0.060
C1 0.3621 -0.6470 0.9481  -0.443
C2 1.3194 -0.5711 -0.2318  -0.142
C3 -0.3478 0.4072 -1.6499  -0.226
C4 -1.4510 0.2016 -0.6297  -0.183
H1 2.0429 -1.3897 -0.1344  0.130
H2 1.2919 -0.6519 -2.2666  0.114
H3 0.7540 0.4181 3.1707  0.025
H4 1.9008 0.3680 -0.1254  0.125
H5 -2.1647 1.0352 -0.6517  0.119
H6 -1.5905 -0.1718 1.4059  0.133
H7 -0.3043 1.1702 1.8814  0.216
H8 -0.7827 0.3738 -2.6565  0.121
H9 0.0981 1.4137 -1.5140  0.123
H10 -1.9962 -0.7276 -0.8478  0.123



Verdict on stability: run ii comes out on top.



Run i
C4H10N2O2 as an isolated structure. Source: the Open Molecules 2025 dataset; level of theory: ωB97M-V/def2-TZVPD.

Values from the calculation:
* LUMO energy: 0.447 eV
* multiplicity: 1

Last column: Löwdin charge in e.
Cartesian coordinates (Å):
O1 -1.1508 0.4919 -1.1218  -0.212
O2 1.2582 1.4207 -1.4790  0.021
N1 0.6621 -0.5109 -2.5778  0.114
N2 0.7872 -0.6118 -0.1161  0.164
C1 0.6583 0.3703 -1.5008  -0.600
C2 -0.6888 -1.1732 1.7252  -0.011
C3 0.2098 1.1895 1.4155  -0.013
C4 0.1206 -0.2104 0.9170  -0.342
H1 1.1888 -0.1400 -3.3550  0.101
H2 -0.7647 1.5167 1.7720  0.096
H3 -0.4342 -2.2114 1.5143  0.086
H4 -1.7346 -1.0091 1.4567  0.103
H5 -1.4983 1.3668 -1.3361  0.018
H6 0.7042 -1.5951 -0.3514  0.123
H7 0.9017 1.1884 2.2652  0.104
H8 -0.5859 -0.9764 2.7922  0.088
H9 -0.2277 -0.9769 -2.6874  0.087
H10 0.5942 1.8710 0.6672  0.075



Run ii
A 2-piece molecular cluster, C4H10N2O2 overall. Source: the Open Molecules 2025 dataset; level of theory: ωB97M-V/def2-TZVPD.

Values from the calculation:
* SMILES: CC(N)=O.CC(N)=O
* LUMO energy: 0.678 eV
* multiplicity: 1

Last column: Löwdin charge in e.
Cartesian coordinates (Å):
O1 1.2443 0.4584 -1.8311  -0.041
O2 -0.7798 -0.4855 1.6210  -0.008
N1 0.3124 1.3427 0.2176  0.099
N2 -0.7128 -1.4768 -0.3371  0.123
C1 1.5413 2.9589 -1.3748  -0.039
C2 -1.0633 -1.4848 0.9962  -0.603
C3 1.0190 1.4295 -1.0570  -0.439
C4 -1.6122 -2.7438 1.7236  -0.055
H1 2.7497 3.0558 -1.5094  0.115
H2 1.3158 3.2503 -2.4790  0.087
H3 1.4397 3.8065 -0.7920  0.002
H4 -2.3478 -3.4653 0.9443  0.131
H5 0.1942 0.3854 0.7565  0.068
H6 -0.4576 -2.4820 -0.6948  0.146
H7 0.0382 -0.9930 -0.8587  0.070
H8 -0.8372 -3.5093 2.2679  0.116
H9 -2.4090 -2.0869 2.4868  0.145
H10 0.0914 2.2342 0.6675  0.084



Verdict on stability: run i comes out on top.



Run i
A 2-piece molecular cluster, C6H13N2O overall. Source: the Open Molecules 2025 dataset; level of theory: ωB97M-V/def2-TZVPD.

Values from the calculation:
* LUMO energy: -3.259 eV
* multiplicity: 1
* total charge: +1

Last column: Löwdin charge in e.
Cartesian coordinates (Å):
O1 -2.2966 -0.4426 0.1160  -0.109
N1 1.3222 0.2010 0.8913  0.072
N2 0.9165 -0.4086 -1.1848  0.063
C1 -2.3086 -1.1940 1.4190  0.023
C2 2.6675 -0.0027 0.3326  -0.091
C3 2.4021 -0.5390 -1.0850  -0.071
C4 0.4052 -0.0834 -0.0106  -0.126
C5 -1.5888 1.5140 -1.0072  -0.035
C6 -1.6267 0.6636 0.2121  -0.216
H1 -2.3098 -2.2414 0.9858  0.122
H2 1.1772 0.3282 1.8730  0.150
H3 -1.1001 1.1190 -1.8231  0.039
H4 3.1467 0.8890 0.3835  0.089
H5 -1.0908 2.4819 -0.8906  0.102
H6 2.8532 0.0110 -1.8506  0.107
H7 -3.2777 -0.9393 1.9084  0.115
H8 0.4398 -1.0334 -1.8817  0.187
H9 -1.4014 -0.9899 1.9996  0.082
H10 2.7168 -1.5275 -1.1557  0.103
H11 -2.6415 1.6904 -1.4542  0.142
H12 3.1827 -0.6004 1.0437  0.119
H13 -1.5879 1.1042 1.1786  0.129



Run ii
An isolated ion of composition C6H13N2O and charge +1. Source: the Open Molecules 2025 dataset; level of theory: ωB97M-V/def2-TZVPD.

Values from the calculation:
* SMILES: C=[N+](NC(C)=O)C(C)C
* LUMO energy: -4.528 eV
* multiplicity: 1
* total charge: +1

Last column: Löwdin charge in e.
Cartesian coordinates (Å):
O1 1.3346 -1.6861 1.7907  0.086
N1 -0.1697 -0.0632 1.2276  0.160
N2 0.9030 0.5129 0.2675  -0.032
C1 2.0562 0.5536 0.8230  0.202
C2 0.4937 0.8508 -1.1215  -0.314
C3 0.2198 -1.2443 1.8891  -0.508
C4 0.4649 -0.5333 -1.7853  -0.008
C5 -1.0507 -1.8397 2.4782  0.017
C6 -0.7420 1.8232 -1.2888  -0.003
H1 -0.8898 -1.9934 3.6441  0.143
H2 -0.5502 -1.0904 -1.8605  0.140
H3 -1.5514 1.2490 -0.9350  0.051
H4 0.7469 -0.4775 -2.7762  0.066
H5 -0.7313 1.9641 -2.3107  0.064
H6 2.8221 1.0633 0.3920  0.097
H7 1.1135 -1.1268 -1.2943  0.041
H8 -1.0211 -0.1122 0.6938  0.117
H9 1.3413 1.6405 -1.4199  0.193
H10 -1.0716 -2.8586 1.9953  0.116
H11 -1.8637 -1.0107 2.2949  0.121
H12 2.4166 0.0739 1.6974  0.117
H13 -0.4860 2.7193 -0.5992  0.133



Verdict on stability: run i comes out on top.



Run i
C6H13N2O as an isolated structure. Source: the Open Molecules 2025 dataset; level of theory: ωB97M-V/def2-TZVPD.

Values from the calculation:
* LUMO energy: -3.822 eV
* multiplicity: 1
* total charge: +1

Last column: Löwdin charge in e.
Cartesian coordinates (Å):
O1 1.7868 0.8475 0.8831  0.122
N1 1.4466 -0.2052 -1.7630  0.178
N2 -1.0217 -0.7748 -1.5937  0.125
C1 0.4691 -1.7639 0.0415  0.003
C2 -0.1431 -0.5980 -0.6616  -0.375
C3 -0.4663 0.6435 0.2186  -0.120
C4 0.2908 1.8379 2.4191  0.012
C5 0.6774 1.0972 1.1669  -0.398
C6 -1.6671 1.2173 0.1720  0.148
H1 -0.0397 2.8453 2.0581  0.116
H2 1.4172 0.3534 -2.5596  0.090
H3 2.0403 0.1402 -1.0442  0.060
H4 -0.9878 -1.6140 -2.2400  0.174
H5 1.8553 -1.1323 -1.9294  0.115
H6 1.5256 -1.5839 0.1793  0.087
H7 0.9989 2.1149 3.1212  0.067
H8 -0.1003 -2.1796 0.8359  0.105
H9 -1.7685 1.9985 0.8694  0.069
H10 -0.5816 1.4518 2.9380  0.099
H11 -2.3020 1.1025 -0.7134  0.089
H12 -1.7279 -0.0850 -1.8891  0.125
H13 0.5531 -2.5880 -0.7065  0.109



Run ii
An isolated ion of composition C6H13N2O and charge +1. Source: the Open Molecules 2025 dataset; level of theory: ωB97M-V/def2-TZVPD.

Values from the calculation:
* SMILES: C=C/[NH+]=C(\OC)N(C)C
* LUMO energy: -2.847 eV
* multiplicity: 1
* total charge: +1

Last column: Löwdin charge in e.
Cartesian coordinates (Å):
O1 1.1087 0.5342 -0.8540  0.011
N1 0.4489 -1.1914 0.4026  0.134
N2 -0.8823 0.6993 0.3657  -0.109
C1 1.7187 -3.2047 0.4989  0.067
C2 -0.9718 2.1497 0.4137  -0.008
C3 0.8018 1.4617 -1.9013  0.000
C4 1.4838 -2.0258 -0.0495  -0.143
C5 -1.9718 0.0029 1.0267  -0.012
C6 0.2079 0.0476 -0.0310  -0.328
H1 1.1412 -3.5856 1.3245  0.070
H2 -1.3235 2.4362 1.4054  0.111
H3 -0.2639 1.4943 -2.1175  0.105
H4 2.5109 -3.8308 0.1345  0.071
H5 -2.8810 0.5834 0.8799  0.109
H6 -1.7986 -0.0932 2.1014  0.112
H7 1.1748 2.4543 -1.6491  0.105
H8 -0.0947 -1.5604 1.1735  0.156
H9 0.0006 2.6071 0.2617  0.096
H10 1.3397 1.1000 -2.7782  0.112
H11 -1.6802 2.5271 -0.3250  0.111
H12 -2.1269 -0.9806 0.5858  0.107
H13 2.0577 -1.6255 -0.8688  0.123



Run iii
An isolated ion of composition C6H13N2O and charge +1. Source: the Open Molecules 2025 dataset; level of theory: ωB97M-V/def2-TZVPD.

Values from the calculation:
* LUMO energy: -3.220 eV
* multiplicity: 1
* total charge: +1

Last column: Löwdin charge in e.
Cartesian coordinates (Å):
O1 -0.8129 0.4738 0.1673  -0.193
N1 -2.2630 -1.3952 -0.7191  0.206
N2 -0.0809 -1.9747 0.2249  0.107
C1 1.9639 -0.4843 -0.1347  -0.190
C2 1.1399 -1.3508 0.8321  -0.245
C3 -1.7207 1.1390 1.1136  0.085
C4 -1.1401 -0.9917 -0.1355  -0.229
C5 0.0658 1.1281 -0.8022  -0.112
C6 1.1989 0.2565 -1.2000  -0.211
H1 1.8298 -2.2357 1.0354  0.133
H2 -2.1895 0.1985 1.5993  0.148
H3 -2.5662 1.6920 0.6222  0.136
H4 1.9664 0.9888 -1.7399  0.186
H5 2.8216 -1.1173 -0.5577  0.142
H6 0.7619 -0.4159 -1.9225  0.111
H7 0.4329 1.9505 -0.2321  0.129
H8 -2.2469 -2.3826 -0.9773  0.153
H9 -0.4670 1.5759 -1.7197  0.178
H10 2.3518 0.3844 0.6008  0.160
H11 -1.0973 1.5956 1.8399  0.104
H12 -3.0161 -0.9483 -1.1122  0.099
H13 0.9177 -0.8283 1.7632  0.103



Run iv
An isolated ion of composition C6H13N2O and charge +1. Source: the Open Molecules 2025 dataset; level of theory: ωB97M-V/def2-TZVPD.

Values from the calculation:
* LUMO energy (spin up / spin down): -3.491 / -3.888 eV
* multiplicity: 1
* total charge: +1

Last column: Löwdin charge in e.
Cartesian coordinates (Å):
O1 2.0632 2.1950 -0.2123  0.181
N1 1.7563 -0.1020 -0.0484  -0.164
N2 -0.6708 -0.7148 0.3737  0.084
C1 -1.3926 1.5980 1.1377  -0.053
C2 -1.1194 0.6662 0.0639  -0.292
C3 1.5196 1.1570 -0.0741  -0.246
C4 0.8072 -1.1022 -0.2927  -0.041
C5 3.1441 -0.5370 0.0447  0.003
C6 -1.3926 0.8105 -1.4668  -0.013
H1 -2.3792 0.3028 -1.7730  0.117
H2 -1.0683 2.5734 0.9522  0.085
H3 0.5698 -0.9815 -1.4038  0.143
H4 -0.6537 -0.8572 1.4187  0.184
H5 -0.8944 1.2166 2.0212  0.094
H6 -1.4858 1.8839 -1.5543  0.090
H7 -1.3363 -1.4928 0.0849  0.196
H8 3.7985 0.0142 -0.6276  0.109
H9 1.2413 -2.1588 0.0632  0.189
H10 -0.5701 0.2699 -1.8749  0.032
H11 -2.3809 1.5920 1.4208  0.067
H12 3.4673 -0.6338 1.1096  0.124
H13 3.1817 -1.5633 -0.4371  0.108



Verdict on stability: run ii comes out on top.